Entry 1:
Molecular formula: C24H29ClIN5O4Pd
Method: DFT, ωB97M-V with the def2-TZVPD basis set

Positions of all 65 atoms, in Å:
Pd: -0.600 0.207 0.984
I: -1.041 -2.548 0.300
C: 0.053 -2.872 2.057
C: 0.120 -4.157 2.509
C: 0.954 -4.481 3.599
C: 1.733 -3.517 4.164
C: 1.687 -2.177 3.704
C: 2.538 -1.197 4.271
C: 2.498 0.090 3.825
C: 1.557 0.473 2.846
C: 0.703 -0.436 2.281
C: 0.792 -1.812 2.657
H: -0.445 -4.937 2.016
H: 0.990 -5.502 3.955
H: 2.411 -3.760 4.974
H: 3.221 -1.496 5.057
H: 3.160 0.836 4.248
H: 1.475 1.518 2.574
C: 1.115 4.194 -4.386
C: 1.381 5.240 -3.307
C: 0.088 5.840 -2.763
C: 2.267 4.684 -2.193
N: 1.691 3.568 -1.447
C: 1.817 2.250 -1.633
N: 1.179 1.627 -0.679
N: 0.641 2.598 0.096
N: 0.954 3.762 -0.349
H: 0.568 4.640 -5.218
H: 0.505 3.376 -4.000
H: 2.047 3.783 -4.784
H: 1.975 6.047 -3.749
H: -0.548 5.069 -2.329
H: -0.469 6.318 -3.569
H: 0.291 6.590 -1.996
H: 2.492 5.455 -1.458
H: 3.208 4.324 -2.610
H: 2.364 1.797 -2.442
O: -3.491 1.740 -2.215
Cl: -2.056 1.495 -2.383
O: -1.786 1.072 -3.713
O: -1.348 2.706 -2.061
O: -1.675 0.460 -1.434
C: -5.280 2.458 0.715
N: -4.064 1.707 0.335
C: -4.210 0.269 0.691
C: -2.793 2.355 0.883
C: -2.511 1.986 2.310
C: -3.199 2.654 3.325
C: -3.070 2.260 4.646
C: -2.241 1.185 4.937
C: -1.518 0.555 3.933
C: -1.606 0.948 2.595
H: -6.138 2.011 0.219
H: -5.174 3.494 0.403
H: -5.406 2.404 1.793
H: -3.955 1.737 -0.699
H: -4.168 0.161 1.771
H: -3.405 -0.289 0.226
H: -5.166 -0.080 0.309
H: -2.932 3.427 0.743
H: -1.983 2.054 0.220
H: -3.833 3.500 3.073
H: -3.601 2.782 5.432
H: -2.134 0.844 5.960
H: -0.856 -0.252 4.219

Results
Lowest unoccupied orbital energy: 0.48 eV
Maximum force: 0.638 eV/Å
HOMO: -7.3 eV
ΔE to the lowest compared entry with this formula, charge and spin: 22.1 kcal/mol
Spin multiplicity: 1
Orbital gap: 7.783 eV

natural (NBO) atomic charge list, values in e, 5 entries: 0.591, 0.191, -0.108, -0.256, -0.211

Entry 2:
Molecular formula: C24H29ClMgN3OP2
Method: DFT, ωB97M-V with the def2-TZVPD basis set

Positions of all 61 atoms, in Å:
Mg: 0.241 -0.051 0.065
Cl: -2.310 5.051 4.355
C: -1.403 3.933 3.395
C: -0.138 4.292 2.909
C: 0.586 3.401 2.162
C: 0.097 2.109 1.833
O: 0.804 1.301 1.140
C: -1.200 1.767 2.339
C: -1.724 0.458 2.190
N: -1.238 -0.392 1.353
C: -1.574 -1.724 1.330
C: -2.808 -2.284 1.600
C: -2.985 -3.674 1.566
C: -1.940 -4.519 1.300
C: -0.664 -3.987 1.022
C: 0.473 -4.781 0.775
C: 1.674 -4.171 0.521
C: 1.725 -2.772 0.447
N: 0.686 -2.006 0.663
C: -0.488 -2.579 0.989
C: -1.912 2.689 3.129
H: 0.264 5.268 3.138
H: 1.565 3.667 1.792
H: -2.509 0.161 2.895
H: -3.654 -1.651 1.823
H: -3.960 -4.083 1.777
H: -2.073 -5.590 1.309
H: 0.375 -5.855 0.808
H: 2.572 -4.748 0.374
H: 2.651 -2.267 0.205
H: -2.875 2.404 3.523
C: -2.001 -2.778 -2.003
P: -1.125 -1.164 -1.907
C: -2.289 -0.158 -2.917
C: 0.191 -1.472 -3.169
C: 1.111 -0.264 -3.306
P: 2.062 0.062 -1.754
C: 3.597 -0.885 -2.121
C: 2.632 1.767 -2.085
H: -2.293 -2.996 -3.030
H: -2.892 -2.733 -1.378
H: -1.360 -3.575 -1.632
H: -2.606 -0.706 -3.805
H: -1.811 0.772 -3.216
H: -3.165 0.089 -2.318
H: -0.287 -1.704 -4.129
H: 0.760 -2.351 -2.847
H: 0.514 0.625 -3.517
H: 1.812 -0.411 -4.134
H: 4.019 -0.548 -3.067
H: 3.382 -1.952 -2.184
H: 4.325 -0.719 -1.327
H: 3.096 1.853 -3.068
H: 3.350 2.057 -1.322
H: 1.769 2.422 -2.017
C: -1.787 3.969 -0.848
C: -1.186 2.680 -0.912
N: -0.702 1.650 -1.036
H: -1.775 4.417 -1.841
H: -1.239 4.606 -0.156
H: -2.817 3.885 -0.507

Results
Lowest unoccupied orbital energy: -3.25 eV
Maximum force: 1.721 eV/Å
HOMO: -10.2 eV
Spin multiplicity: 1
Orbital gap: 6.910 eV
Total charge: +1

natural (NBO) atomic charge list, values in e, 5 entries: 1.686, 0.014, -0.108, -0.185, -0.252

> Look up the spin multiplicity of the second one.

1

> Among the records above, which one has the highest lowest unoccupied orbital energy?

C24H29ClIN5O4Pd

> maximum force of number 1 (C24H29ClIN5O4Pd)?

0.638 eV/Å

> The highest maximum force belongs to which entry?

C24H29ClMgN3OP2